1.
DFT (the ωB97M-V functional and the def2-TZVPD basis) results for a molecular structure, C19H43N2O2P3Sn at a distorted geometry.

Element x y z (Å)
C -7.1928 -1.7784 -4.2874
H -1.1741 -1.9433 -3.1274
C 2.5136 0.7185 3.9618
H -1.0893 3.2259 -0.1502
H -4.6934 0.7214 -0.7818
C -2.7008 -0.0975 -0.6729
H -1.2459 -3.3003 4.1552
C 2.8257 -1.1560 -1.8652
C -6.5425 -2.6888 -5.0310
C -1.6862 -0.8529 -1.3242
H 2.5243 3.3827 -2.6212
C 2.9009 -2.6710 0.5323
H 1.9428 -1.7451 -2.1629
H 2.9996 1.3664 4.7039
H -7.2624 -0.7300 -4.6001
H -6.5032 -3.7440 -4.7367
H -2.3579 -1.0035 2.8784
H -0.9434 1.7277 -2.7395
H 3.2648 2.1591 -1.5544
H 3.7438 -1.6989 -2.1411
H 2.1087 -2.3835 3.6188
H 3.6524 -3.2043 -0.0715
H -3.1797 -2.5510 3.0815
H 2.8036 -0.1738 -2.3620
H -7.7112 -2.0619 -3.3638
H -0.1505 2.2579 3.5764
C 0.1494 1.7665 -2.8055
H -6.0551 -2.4154 -5.9740
N 1.1762 -2.7285 3.8247
H -5.1944 -0.3778 -2.9849
O 0.3809 -1.4681 2.1203
H 4.5185 -0.1799 1.4942
H 1.0235 -3.3797 4.5824
P 2.8250 -0.9585 -0.0628
H 0.3891 3.5468 2.4817
H -3.4044 -1.6249 -4.1843
C -3.9337 0.0998 -1.2769
C 0.7213 2.8335 3.2439
O -0.4939 -1.0596 -0.7830
C 0.1373 -2.2593 3.0952
P 1.9483 1.7089 2.5500
C 2.5147 2.9660 -1.6029
C -1.9621 -1.3892 -2.6089
H 3.4661 2.7201 0.9434
H 0.5085 0.7642 -3.0766
C 4.4343 -0.2547 0.3973
H -0.7649 1.1079 1.2566
Sn 0.6420 0.1889 0.6443
C -3.2129 -1.2036 -3.1872
H 4.2898 2.3080 2.4694
H 5.2193 -0.9301 0.0205
H -2.2258 -2.2812 1.6183
C 3.3680 2.7160 2.0381
H 1.9208 -3.1582 0.4074
C -2.2700 -2.0866 2.6992
H 4.5663 0.7419 -0.0523
H 0.3498 4.2220 0.1738
H 3.1960 -2.6929 1.5930
C -4.2112 -0.4819 -2.5167
H 0.4447 2.4737 -3.5913
H 3.2295 3.7461 2.3803
H 2.7928 3.7572 -0.8940
P 0.8668 2.2804 -1.2054
H 1.6614 0.2152 4.4400
H -2.4779 0.3423 0.3014
C -0.1784 3.6460 -0.5956
N -1.1081 -2.6519 3.3862
H -0.4695 4.3256 -1.4060
H 1.1416 3.3758 4.0979
H 3.2334 -0.0462 3.6337

- charge = +4
- orbital gap (alpha / beta) (eV) = 5.67 / 3.74
- DFT total energy (eV) = -61133.2282
- ΔE to the lowest compared entry with this formula, charge and spin (kJ/mol) = 0.0
- E_HOMO (alpha / beta) (eV) = -19.29 / -19.30

---

2.
DFT (the ωB97M-V functional and the def2-TZVPD basis) results for a single C8H7FO3 molecule at a distorted geometry.

Element x y z (Å)
H 3.6845 2.0812 -0.0946
H 4.9887 -0.2424 -0.2398
C -2.0324 -0.1964 -0.0099
H -3.1674 1.6704 0.4681
H -4.1058 0.0691 -0.1391
C -3.1742 0.7689 -0.1991
C -0.7808 0.2178 0.1726
O 2.0493 0.8741 0.0720
F -0.4944 1.5148 -0.0993
H 2.9901 -2.2550 -0.2640
O -2.4258 -1.5537 -0.0987
C 3.3390 1.0297 0.1212
C 2.9650 -1.1302 -0.1954
H -1.6162 -2.0447 0.0965
H -3.1023 1.0951 -1.3402
C 0.4760 -1.0153 0.0503
C 3.9936 -0.1833 -0.0610
O 0.1936 -2.2007 -0.0358
C 1.7879 -0.4443 0.0031

- orbital gap (eV) = 8.51
- DFT total energy (eV) = -17266.3905
- structure (SMILES) = C/C(O)=C(\F)C(=O)c1ccco1
- ΔE to the lowest compared entry with this formula, charge and spin (kJ/mol) = 167.2
- E_HOMO (eV) = -8.80

---

3.
DFT (the ωB97M-V functional and the def2-TZVPD basis) results for a single C11H13ClOS molecule at a distorted geometry.

Element x y z (Å)
C -0.3653 3.3504 -1.2823
H 0.8985 -4.5234 0.8500
H -0.3479 0.8678 -2.2534
H 0.6092 3.1257 -1.7101
H -1.3687 -0.4146 -0.1979
C 0.9588 -3.4608 0.9621
C 1.0082 -0.6656 0.9277
H -2.0090 2.4763 -0.4818
C 1.9251 -2.7700 0.1875
H -0.0703 4.1154 -0.4991
C -1.0487 2.1729 -0.6524
H -0.2883 -3.1941 2.6657
H -0.1010 -0.7765 2.8273
H -0.8925 3.9633 -1.8979
H 2.7810 -3.3018 -0.1576
H -2.8069 -0.0762 -1.0282
C 0.4001 -1.3256 1.9199
Cl -1.7950 0.9982 1.7434
C -0.5491 1.8731 0.8310
H 2.4292 -0.6817 -0.6382
O 1.6626 1.5592 -0.4431
S 1.2013 1.1775 0.9124
C -1.0597 0.9653 -1.5500
C 1.8079 -1.3916 0.0542
C 0.2740 -2.7057 1.9228
C -1.7592 -0.2419 -1.1755
H -1.4944 -1.1158 -1.8364

- orbital gap (alpha / beta) (eV) = 6.67 / 9.12
- DFT total energy (eV) = -37017.0818
- ΔE to the lowest compared entry with this formula, charge and spin (kJ/mol) = 309.5
- E_HOMO (alpha / beta) (eV) = -7.65 / -8.75